Molecular formula: C7H21O6Ti
Method: DFT, wB97M-V/def2-TZVPD

Last column: Mulliken charge in e.
Geometry (Å):
Ti1 7.93326 -1.81272 -20.58328  0.979
C1 6.39478 3.92585 -24.04298  -0.781
C2 6.77766 2.58820 -23.37313  0.601
O1 7.81870 2.00046 -23.71904  -0.752
O2 6.00725 2.17326 -22.49490  -0.750
H1 7.04827 4.19292 -24.87347  0.269
H2 6.52525 4.73301 -23.32216  0.210
H3 5.38972 3.90736 -24.46442  0.238
C3 5.97037 -3.91376 -25.18519  -0.514
O3 5.72627 -4.41413 -23.87663  -0.511
H4 5.35999 -4.45766 -25.90611  0.246
H5 5.58349 -2.89525 -25.21795  0.263
H6 7.01528 -3.96769 -25.49070  0.212
H7 4.79541 -4.26033 -23.69934  0.302
C4 11.64417 -4.87341 -22.57443  -0.522
O4 11.40998 -4.23213 -21.35273  -0.494
H8 12.72218 -5.02441 -22.63072  0.242
H9 11.18139 -5.86028 -22.57059  0.248
H10 11.28057 -4.31628 -23.43787  0.219
H11 11.93239 -4.75736 -20.74214  0.305
C5 6.14003 -5.90748 -17.75658  -0.490
O5 5.81831 -4.55339 -17.73822  -0.505
H12 6.28091 -6.30102 -16.74990  0.250
H13 5.27636 -6.45569 -18.13290  0.247
H14 6.97912 -6.11821 -18.41961  0.194
H15 4.99733 -4.45956 -17.24956  0.301
C6 8.82225 -0.76359 -13.77998  -0.956
C7 9.84866 -0.98348 -14.90767  -0.171
O6 9.43057 -0.28715 -16.03796  -0.518
H16 8.61065 0.30550 -13.79917  0.283
H17 9.15746 -0.89490 -12.75116  0.326
H18 7.85601 -1.21998 -13.99491  0.252
H19 9.93507 -2.03705 -15.17340  0.225
H20 10.84144 -0.66305 -14.59175  0.251
H21 9.28725 0.64781 -15.87393  0.303

Values from the calculation:
HOMO-LUMO gap (alpha / beta) = 4.01 / 4.22 eV
E_LUMO (alpha / beta) = -2.19 / -1.99 eV
energy above the lowest of the compared OMol25 structures with the same formula, charge and spin = 581.91 kJ/mol
F_max = 1.56 eV Å⁻¹
multiplicity = 4
charge = 0
energy = -1579.9050 Ha
<S²> = 3.751